No. 1
Here is an isolated ion of composition C6H8N and charge +1 from OMol25. Energies are from wB97M-V/def2-TZVPD.

```
15
Properties=species:S:1:pos:R:3:mulliken_charge:R:1
C -0.904 1.958 0.067 -0.891
N -0.488 0.658 0.343 -0.062
C -0.590 -0.321 -0.629 0.220
C -0.628 -1.752 -0.239 -0.285
C 0.696 -2.132 -0.038 -0.453
C 1.486 -0.996 -0.014 -0.635
C 0.759 0.210 -0.373 -0.036
H -0.848 2.090 -1.050 0.344
H -2.018 2.102 0.335 0.302
H -0.254 2.587 0.622 0.411
H -0.538 0.504 1.393 0.396
H -1.532 -2.142 0.099 0.428
H 1.134 -2.972 0.464 0.417
H 2.573 -0.924 -0.170 0.371
H 1.152 1.130 -0.811 0.474
```

Computed properties:
Maximum force = 4.47 eV/A
LUMO (alpha / beta) = -5.7 / -5.7 eV
HOMO level (alpha / beta) = -13.9876 / -13.9868 eV
ΔE to the lowest compared entry with this formula, charge and spin = 132.6 kcal per mole
Net charge = +1

=====

No. 2
Here is one molecule with the formula H2NO4P from OMol25. Energies are from wB97M-V/def2-TZVPD.

```
8
Properties=species:S:1:pos:R:3:mulliken_charge:R:1
N -0.206 -1.003 0.557 0.760
O 0.855 -1.507 0.838 -0.536
O -1.350 -1.399 0.958 -0.549
O 1.291 0.229 -1.055 -0.381
O -0.582 1.588 -0.242 -0.386
P -0.259 0.214 -0.938 0.380
H 1.745 0.294 -0.185 0.360
H -1.494 1.584 0.067 0.353
```

Computed properties:
Maximum force = 3.19 eV/A
LUMO = -0.2 eV
HOMO level = -10.1903 eV
ΔE to the lowest compared entry with this formula, charge and spin = 37.4 kcal per mole

=====

No. 3
Here is a 9-piece molecular cluster, C61H63BFN3O20PS overall from OMol25. Energies are from wB97M-V/def2-TZVPD.

```
151
Properties=species:S:1:pos:R:3:mulliken_charge:R:1
C -0.485 -3.460 -0.076 -0.203
C 0.807 -2.812 -0.850 -0.683
C 1.015 -1.181 -0.542 0.129
F 2.296 -0.832 -1.269 -0.371
C -0.260 -0.253 -0.970 -0.524
C -1.022 -0.741 -2.341 -0.421
B -0.016 -0.747 -3.689 0.675
N -0.280 -1.852 -4.729 -0.769
O 1.084 0.220 -3.897 -0.447
N -2.212 0.041 -2.783 0.231
C -2.732 1.084 -1.877 -0.003
O -4.220 0.935 -1.755 -0.257
C -4.571 -0.324 -1.084 -0.468
C -6.234 -0.456 -1.220 0.099
C -6.584 -0.364 -2.821 -0.748
C -6.764 -1.865 -0.510 0.226
C -8.432 -1.773 -0.511 -1.113
C -6.211 -3.201 -1.283 -0.833
C -2.102 1.222 -0.391 -1.023
N -1.304 -0.008 0.091 0.631
P -0.713 0.459 1.701 0.396
O -1.735 1.534 2.606 -0.452
O 0.812 1.336 1.453 -0.411
S -0.419 -1.108 2.885 -0.283
H -1.530 -3.090 -0.456 -0.178
H -0.455 -4.631 -0.307 0.230
H -0.433 -3.385 1.107 0.137
H 0.854 -3.071 -1.990 0.219
H 1.771 -3.322 -0.364 0.444
H 1.327 -1.148 0.586 0.331
H 0.194 0.822 -1.229 0.253
H -1.386 -1.876 -2.260 -0.163
H -0.672 -1.453 -5.612 0.493
H -1.032 -2.493 -4.368 0.224
H 1.212 0.225 -4.908 0.278
H -2.921 -0.499 -3.321 0.193
H -2.592 2.142 -2.414 0.108
H -4.369 -0.330 0.083 0.040
H -4.145 -1.293 -1.581 0.029
H -6.691 0.483 -0.655 0.414
H -7.307 -1.265 -3.076 0.457
H -5.623 -0.479 -3.491 -0.103
H -7.138 0.653 -3.007 0.127
H -6.455 -1.960 0.614 0.411
H -8.835 -1.492 0.571 0.293
H -8.841 -1.005 -1.299 0.281
H -8.882 -2.841 -0.763 0.296
H -5.046 -3.267 -1.065 0.025
H -6.341 -3.145 -2.463 0.170
H -6.780 -4.158 -0.920 0.432
H -1.355 2.146 -0.287 0.610
H -3.004 1.481 0.342 0.406
H -1.932 -0.838 0.186 0.680
H -2.459 0.926 2.991 0.388
H 0.660 2.307 1.669 0.353
C 0.958 1.819 4.871 0.167
C 0.256 2.923 4.596 0.098
C 0.363 4.129 5.440 -0.297
O -0.282 5.139 5.190 -0.552
C 1.277 4.070 6.598 -0.220
C 1.979 2.967 6.873 -0.338
C 1.872 1.760 6.029 0.019
O 2.517 0.751 6.279 -0.559
H 0.891 0.926 4.263 0.156
H -0.418 2.982 3.750 0.439
H 1.344 4.964 7.206 0.444
H 2.653 2.907 7.719 0.545
C -4.953 -0.730 -8.344 -0.177
C -3.933 -0.585 -7.493 -0.149
C -2.587 -1.099 -7.814 0.188
O -1.654 -0.968 -7.034 -0.580
C -2.412 -1.780 -9.112 -0.502
C -3.432 -1.926 -9.963 -0.402
C -4.778 -1.411 -9.642 0.067
O -5.711 -1.543 -10.422 -0.546
H -5.946 -0.359 -8.124 0.555
H -4.045 -0.087 -6.537 0.564
H -1.419 -2.151 -9.332 0.463
H -3.320 -2.424 -10.919 0.421
C 3.253 2.267 -5.314 -0.322
C 3.164 3.517 -4.850 -0.369
C 3.423 4.678 -5.724 0.352
O 3.343 5.823 -5.300 -0.547
C 3.782 4.405 -7.129 -0.366
C 3.871 3.155 -7.593 -0.363
C 3.613 1.993 -6.720 0.300
O 3.692 0.849 -7.144 -0.563
H 3.067 1.404 -4.686 0.600
H 2.901 3.734 -3.822 0.434
H 3.968 5.268 -7.757 0.413
H 4.135 2.937 -8.621 0.419
C 5.490 0.553 7.396 0.027
C 6.405 -0.266 6.868 -0.423
C 7.501 -0.820 7.688 0.347
O 8.340 -1.568 7.206 -0.497
C 7.545 -0.435 9.113 -0.494
C 6.630 0.384 9.640 -0.499
C 5.534 0.938 8.820 0.535
O 4.695 1.686 9.303 -0.522
H 4.680 0.968 6.808 0.195
H 6.385 -0.559 5.825 0.475
H 8.355 -0.850 9.700 0.429
H 6.650 0.677 10.683 0.415
C 2.240 6.859 9.990 -0.313
C 2.174 6.678 11.313 -0.377
C 3.146 5.820 12.019 0.346
O 3.084 5.653 13.229 -0.548
C 4.195 5.172 11.207 -0.330
C 4.262 5.352 9.885 -0.261
C 3.289 6.210 9.179 0.373
O 3.351 6.377 7.969 -0.582
H 1.535 7.484 9.457 0.443
H 1.411 7.147 11.922 0.413
H 4.900 4.547 11.741 0.409
H 5.025 4.883 9.276 0.436
C 10.971 -2.652 4.681 -0.311
C 9.702 -2.797 4.285 -0.316
C 9.356 -2.921 2.856 0.368
O 8.195 -3.052 2.492 -0.571
C 10.465 -2.880 1.881 -0.339
C 11.733 -2.734 2.278 -0.362
C 12.079 -2.610 3.707 0.359
O 13.240 -2.479 4.071 -0.544
H 11.242 -2.559 5.726 0.449
H 8.878 -2.830 4.987 0.459
H 10.193 -2.973 0.837 0.403
H 12.557 -2.702 1.575 0.407
C -1.911 -8.307 -0.512 -0.453
C -2.282 -7.024 -0.457 -0.167
C -2.880 -6.349 -1.625 0.286
O -3.218 -5.174 -1.576 -0.449
C -3.054 -7.146 -2.856 -0.369
C -2.683 -8.428 -2.911 -0.343
C -2.085 -9.104 -1.743 0.301
O -1.747 -10.279 -1.792 -0.534
H -1.470 -8.818 0.335 0.410
H -2.161 -6.426 0.439 0.476
H -3.495 -6.635 -3.703 0.425
H -2.803 -9.026 -3.807 0.416
C -5.811 2.979 -4.935 -0.252
C -6.182 4.261 -4.879 -0.491
C -6.780 4.937 -6.047 0.216
O -7.118 6.112 -5.998 -0.534
C -6.954 4.140 -7.278 -0.531
C -6.583 2.857 -7.333 -0.277
C -5.985 2.182 -6.165 0.432
O -5.647 1.007 -6.214 -0.479
H -5.370 2.468 -4.087 0.575
H -6.061 4.859 -3.984 0.449
H -7.395 4.651 -8.125 0.426
H -6.703 2.259 -8.229 0.410
```

Computed properties:
Maximum force = 6.29 eV/A
LUMO = -3.6 eV
HOMO level = -11.2090 eV
Net charge = +1

=====

No. 4
Here is a 2-piece molecular cluster, C3H5ClN2OS overall from OMol25. Energies are from wB97M-V/def2-TZVPD.

```
13
Properties=species:S:1:pos:R:3:mulliken_charge:R:1
Cl 1.535 0.896 2.073 -0.156
C 0.665 1.041 0.628 0.449
N 1.227 1.120 -0.504 -0.502
C 0.309 1.237 -1.573 -0.297
S -1.414 1.144 -0.838 -0.098
N -0.689 1.130 0.725 -0.261
H 0.423 2.199 -2.081 0.293
H 0.442 0.427 -2.292 0.263
H -1.216 0.757 1.503 0.309
C -0.318 -2.488 0.589 -0.098
O -1.111 -1.971 1.317 -0.376
H 0.763 -2.498 0.798 0.229
H -0.615 -2.994 -0.344 0.245
```

Computed properties:
Maximum force = 1.15 eV/A
LUMO = 0.6 eV
HOMO level = -8.1186 eV
ΔE to the lowest compared entry with this formula, charge and spin = 31.6 kcal per mole

=====

No. 5
Here is one molecule with the formula C4H9NO from OMol25. Energies are from wB97M-V/def2-TZVPD.

```
15
Properties=species:S:1:pos:R:3:mulliken_charge:R:1
C -0.435 -1.366 -0.374 -1.405
C -0.319 0.136 -0.505 0.649
C -1.430 0.868 0.234 -1.329
N 0.985 0.646 -0.066 -0.157
C 2.047 0.116 0.599 -0.051
O 2.108 -1.019 1.023 -0.546
H -0.272 -1.764 0.619 0.355
H -1.371 -1.738 -0.790 0.392
H 0.325 -1.888 -0.965 0.358
H -0.404 0.366 -1.571 0.089
H -1.266 1.948 0.224 0.392
H -1.489 0.572 1.282 0.325
H -2.374 0.648 -0.266 0.338
H 1.009 1.653 -0.121 0.237
H 2.886 0.824 0.677 0.353
```

Computed properties:
Maximum force = 1.23 eV/A
LUMO = 0.8 eV
HOMO level = -9.6350 eV
ΔE to the lowest compared entry with this formula, charge and spin = 15.3 kcal per mole

=====

No. 6
Here is one molecule with the formula C4H6N4 from OMol25. Energies are from wB97M-V/def2-TZVPD.

```
14
Properties=species:S:1:pos:R:3:mulliken_charge:R:1
C -0.552 0.020 -0.322 -0.243
C -1.946 0.220 -0.158 0.964
C 2.885 1.007 0.011 -0.652
C -2.882 -0.948 -0.377 -1.030
N 1.516 1.099 -0.516 -0.850
N 0.501 0.536 -0.205 0.627
N -2.408 1.544 -0.475 -0.275
N -2.342 1.311 0.726 -0.330
H 2.949 2.005 0.335 0.273
H 3.710 0.956 -0.760 0.238
H 3.084 0.327 0.812 0.347
H -2.821 -1.243 -1.392 0.335
H -3.812 -0.580 0.084 0.326
H -2.556 -1.607 0.517 0.270
```

Computed properties:
Maximum force = 4.81 eV/A
LUMO = 0.3 eV
HOMO level = -8.0985 eV
ΔE to the lowest compared entry with this formula, charge and spin = 151.9 kcal per mole

=====

no.,M (g/mol),energy (eV)
1,94.14,-7829.9382
2,110.99,-18999.4724
3,1251.03,-133197.5487
4,152.61,-31575.7857
5,87.12,-7831.6567
6,110.12,-10199.3510